[1]
Computed, not measured: a single C2H3NO2 molecule, with ωB97M-V/def2-TZVPD.

Properties
* energy above the lowest of the compared OMol25 structures with the same formula, charge and spin: 155.3 kcal/mol
* Kohn-Sham gap (spin up / spin down): 7.48 / 7.97 eV
* LUMO energy (spin up / spin down): -0.84 / -0.63 eV

The geometry in ORCA input format:
```
! wB97M-V def2-TZVPD RIJCOSX def2/J DEFGRID3
* xyz 0 1
C 0.23 0.07 -0.08
C -0.86 -0.78 0.42
N 1.51 0.31 0.13
O 2.58 -0.40 0.01
O -2.05 -0.60 -0.13
H -0.28 1.02 -0.26
H 1.80 1.31 -0.17
H -2.94 -0.93 0.09
*
```

These are the natural (NBO) partial charges, in e, on atoms 1 to 5: atom 1 (C): -0.19, atom 2 (C): 0.26, atom 3 (N): -0.05, atom 4 (O): -0.41, atom 5 (O): -0.70

[2]
Computed, not measured: 8 unconnected molecules or ions with the total composition C11H39N15O8, with ωB97M-V/def2-TZVPD.

Properties
* structure (SMILES): COC[C@H](C)N.NC(N)=O.NC(N)=O.NC(N)=O.NC(N)=O.NC(N)=O.NC(N)=O.NC(N)=O
* energy above the lowest of the compared OMol25 structures with the same formula, charge and spin: 41.5 kcal/mol
* Kohn-Sham gap: 9.12 eV
* LUMO energy: 0.33 eV

The geometry in ORCA input format:
```
! wB97M-V def2-TZVPD RIJCOSX def2/J DEFGRID3
* xyz 0 1
C -0.12 -0.51 3.14
O 1.17 -1.09 3.23
C 1.28 -2.16 2.35
C 2.43 -3.14 2.75
C 2.52 -4.39 1.90
N 2.25 -3.54 4.14
H -0.10 0.47 3.63
H -0.80 -1.16 3.70
H -0.41 -0.30 2.11
H 0.37 -2.77 2.21
H 1.52 -1.69 1.39
H 3.33 -2.55 2.59
H 1.55 -4.88 1.79
H 3.35 -5.07 2.06
H 2.75 -4.03 0.89
H 1.60 -2.84 4.51
H 1.70 -4.39 4.18
N -1.74 -3.95 -1.53
C -0.42 -3.68 -1.48
N 0.32 -4.76 -1.21
O 0.04 -2.53 -1.49
H -2.44 -3.22 -1.47
H -2.11 -4.83 -1.83
H -0.15 -5.64 -1.15
H 1.30 -4.70 -0.99
N 4.36 4.26 0.52
C 3.61 3.41 1.22
N 2.53 2.98 0.52
O 3.84 3.11 2.39
H 4.32 4.47 -0.46
H 5.11 4.80 0.92
H 1.91 2.44 1.11
H 2.38 3.29 -0.43
N -0.86 0.13 -0.73
C -1.52 1.10 -0.04
N -1.05 2.33 -0.41
O -2.43 0.91 0.77
H -1.02 -0.87 -0.70
H -0.18 0.45 -1.39
H -1.66 3.09 -0.16
H -0.24 2.29 -0.99
N -0.02 3.34 -3.45
C 1.28 3.17 -3.19
N 1.95 2.64 -4.24
O 1.84 3.40 -2.12
H -0.73 3.45 -2.75
H -0.31 3.19 -4.41
H 1.54 2.01 -4.90
H 2.95 2.65 -4.08
N -4.54 -0.50 0.88
C -4.52 -1.56 0.01
N -5.54 -2.42 0.31
O -3.77 -1.71 -0.94
H -3.89 0.27 0.82
H -5.36 -0.45 1.45
H -6.24 -2.06 0.92
H -5.48 -3.28 -0.21
N -3.12 3.96 1.56
C -3.40 4.58 0.40
N -3.83 5.84 0.59
O -3.48 4.03 -0.71
H -3.14 4.50 2.40
H -2.82 3.00 1.49
H -3.69 6.39 1.42
H -4.24 6.31 -0.20
N 2.76 -1.85 -1.26
C 2.94 -1.08 -2.35
N 2.00 -1.29 -3.31
O 3.91 -0.36 -2.58
H 3.48 -2.04 -0.59
H 2.04 -2.55 -1.27
H 2.05 -0.77 -4.17
H 1.08 -1.63 -3.07
*
```

These are the Mulliken partial charges, in e, on atoms 1 to 5: atom 1 (C): -0.42, atom 2 (O): -0.45, atom 3 (C): -0.56, atom 4 (C): 0.44, atom 5 (C): -1.17

[3]
Computed, not measured: a single C5H11N molecule, with ωB97M-V/def2-TZVPD.

Properties
* structure (SMILES): CC[C@H]1CN1C
* energy above the lowest of the compared OMol25 structures with the same formula, charge and spin: 27.8 kcal/mol
* Kohn-Sham gap: 10.32 eV
* LUMO energy: 1.21 eV

The geometry in ORCA input format:
```
! wB97M-V def2-TZVPD RIJCOSX def2/J DEFGRID3
* xyz 0 1
C 2.39 -0.72 0.29
C 1.26 -0.02 -0.45
C -0.03 -0.03 0.34
C -0.66 1.21 0.89
N -1.21 0.54 -0.28
C -2.45 -0.19 -0.06
H 2.57 -0.27 1.28
H 2.15 -1.78 0.45
H 3.33 -0.67 -0.27
H 1.54 1.02 -0.67
H 1.08 -0.51 -1.41
H -0.19 -0.93 0.94
H -0.20 2.18 0.70
H -1.21 1.13 1.83
H -2.53 -0.99 -0.79
H -3.30 0.49 -0.19
H -2.51 -0.63 0.95
*
```

These are the natural (NBO) partial charges, in e, on atoms 1 to 5: atom 1 (C): -0.60, atom 2 (C): -0.40, atom 3 (C): -0.08, atom 4 (C): -0.26, atom 5 (N): -0.40

[4]
Computed, not measured: a molecular structure, C16H24BaF16NO11RbS2, with ωB97M-V/def2-TZVPD.

Properties
* Kohn-Sham gap: 5.97 eV
* LUMO energy: -8.57 eV

The geometry in ORCA input format:
```
! wB97M-V def2-TZVPD RIJCOSX def2/J DEFGRID3
* xyz 2 1
Rb -0.95 1.55 -6.40
Ba -1.91 -2.67 -4.58
N -0.94 0.23 -2.57
O -0.43 0.90 -1.73
O -0.78 0.51 -3.73
O -1.55 -0.76 -2.34
O 2.76 -4.20 -3.69
S 2.06 -3.03 -3.20
O 0.62 -2.85 -3.24
O 2.64 -2.67 -1.72
C 2.08 -1.62 -0.99
C 2.49 -1.77 0.44
C 2.83 -1.60 -4.08
H 1.00 -1.63 -1.12
H 2.47 -0.64 -1.26
H 2.18 -2.72 0.88
H 2.29 -0.90 1.06
H 3.57 -1.82 0.45
H 3.92 -1.53 -3.99
H 2.32 -0.73 -3.67
H 2.76 -1.57 -5.16
O -1.79 -3.65 1.72
S -1.01 -4.57 0.93
O 0.40 -4.81 1.27
O -1.72 -6.01 0.79
C -3.13 -6.07 0.95
C -3.53 -6.46 2.43
C -1.19 -3.98 -0.79
H -3.57 -6.86 0.35
H -3.61 -5.13 0.69
H -3.02 -7.42 2.54
H -4.59 -6.70 2.42
H -3.18 -5.92 3.31
H -2.22 -4.12 -1.14
H -0.58 -4.50 -1.53
H -0.90 -2.93 -0.74
C -1.39 1.24 1.64
C -0.39 0.33 2.40
C -1.10 -0.40 3.56
F -1.64 0.38 4.53
F -2.09 -1.31 3.28
F -0.07 -0.57 1.49
F 0.73 1.12 2.66
O -1.88 2.36 2.33
C -3.25 2.67 2.21
C -3.61 3.79 3.19
F -4.89 4.17 2.99
F -3.39 3.51 4.49
F -3.53 3.05 0.92
F -4.02 1.60 2.47
H -2.16 0.58 1.24
H -1.00 1.63 0.70
H -0.27 -0.91 4.05
H -2.99 4.66 2.98
C 3.35 5.02 -0.20
C 2.76 5.17 1.16
C 2.38 3.83 1.93
F 3.28 2.91 2.23
F 1.67 4.03 3.01
F 3.61 5.80 2.02
F 1.72 6.01 0.96
O 2.43 4.20 -0.96
C 2.01 4.70 -2.18
C 1.17 3.77 -3.00
F 0.48 4.43 -4.00
F 2.04 2.92 -3.50
F 1.36 5.84 -2.00
F 3.05 5.09 -2.90
H 4.33 4.53 -0.22
H 3.41 6.02 -0.62
H 1.79 3.26 1.22
H 0.30 3.21 -2.65
*
```

These are the Mulliken partial charges, in e, on atoms 1 to 5: atom 1 (Rb): 1.03, atom 2 (Ba): 1.80, atom 3 (N): 1.03, atom 4 (O): -0.45, atom 5 (O): -0.76

[5]
Computed, not measured: a single C4H6ClF molecule, with ωB97M-V/def2-TZVPD.

Properties
* structure (SMILES): CC/C(Cl)=C/F
* energy above the lowest of the compared OMol25 structures with the same formula, charge and spin: 7.8 kcal/mol
* Kohn-Sham gap: 10.20 eV
* LUMO energy: 0.87 eV

The geometry in ORCA input format:
```
! wB97M-V def2-TZVPD RIJCOSX def2/J DEFGRID3
* xyz 0 1
C 2.49 -0.26 -0.34
C 1.29 -0.91 0.36
C -0.05 -0.27 0.07
Cl -0.21 1.46 0.06
C -1.15 -1.01 -0.04
F -2.40 -0.54 -0.16
H 2.51 -0.39 -1.42
H 3.38 -0.73 0.11
H 2.41 0.81 -0.13
H 1.20 -1.97 0.14
H 1.31 -0.75 1.44
H -1.08 -2.12 -0.02
*
```

These are the natural (NBO) partial charges, in e, on atoms 1 to 5: atom 1 (C): -0.61, atom 2 (C): -0.43, atom 3 (C): -0.11, atom 4 (Cl): 0.00, atom 5 (C): 0.20

[6]
Computed, not measured: 9 unconnected molecules or ions with the total composition C22H63NO13, with ωB97M-V/def2-TZVPD.

Properties
* structure (SMILES): COCCNCCOC.OCCO.OCCO.OCCO.CCO.CCO.CCO.CCO.CCO
* energy above the lowest of the compared OMol25 structures with the same formula, charge and spin: 45.7 kcal/mol
* Kohn-Sham gap: 8.75 eV
* LUMO energy: 0.20 eV

The geometry in ORCA input format:
```
! wB97M-V def2-TZVPD RIJCOSX def2/J DEFGRID3
* xyz 0 1
C -7.16 4.27 -3.23
O -5.91 4.13 -2.63
C -5.35 2.89 -3.08
C -3.84 2.92 -2.89
N -3.12 1.84 -3.53
C -2.32 0.97 -2.74
C -1.85 -0.11 -3.70
O -1.01 -0.98 -3.34
C -1.43 -1.94 -2.38
H -7.80 3.65 -2.62
H -7.34 4.08 -4.28
H -7.48 5.28 -3.02
H -5.66 2.63 -4.10
H -5.71 2.10 -2.42
H -3.56 3.22 -1.89
H -3.54 3.82 -3.42
H -2.46 2.37 -4.20
H -2.91 0.73 -1.85
H -1.57 1.66 -2.50
H -1.30 0.35 -4.53
H -2.69 -0.67 -4.24
H -0.63 -2.72 -2.05
H -2.21 -2.61 -2.82
H -1.84 -1.66 -1.48
O 3.07 -4.83 -0.37
C 3.24 -3.95 -1.38
C 2.16 -3.87 -2.37
O 2.28 -2.66 -3.10
H 3.76 -4.81 0.21
H 3.52 -3.01 -0.96
H 4.08 -4.21 -1.97
H 1.12 -3.81 -1.89
H 2.17 -4.73 -3.10
H 1.51 -2.61 -3.69
O -0.78 3.00 1.12
C -1.19 3.85 0.06
C -2.23 4.70 0.59
O -2.95 5.39 -0.35
H -0.01 2.46 0.88
H -0.38 4.43 -0.46
H -1.59 3.21 -0.72
H -1.87 5.35 1.34
H -3.02 4.05 1.11
H -2.24 5.91 -0.68
O -2.24 -0.79 0.95
C -2.87 0.44 1.15
C -2.65 0.62 2.53
O -3.64 1.42 2.97
H -1.31 -0.56 0.92
H -2.23 1.14 0.46
H -3.89 0.42 0.73
H -1.69 1.09 2.68
H -2.77 -0.30 3.18
H -3.21 2.22 3.31
C 0.55 -2.90 1.22
C 1.00 -1.79 0.45
O 0.48 -0.59 1.02
H -0.49 -2.84 1.42
H 1.09 -2.95 2.12
H 0.76 -3.84 0.77
H 0.64 -1.98 -0.55
H 2.11 -1.72 0.50
H 0.85 0.11 0.55
C 4.03 -4.41 3.51
C 4.86 -3.91 2.39
O 4.07 -2.97 1.75
H 4.45 -5.27 4.04
H 3.09 -4.79 3.12
H 3.79 -3.68 4.22
H 5.01 -4.78 1.62
H 5.86 -3.54 2.70
H 3.95 -2.32 2.42
C 4.35 -0.10 0.33
C 5.38 0.90 0.53
O 4.73 2.14 0.73
H 4.88 -0.96 -0.09
H 3.80 0.14 -0.54
H 3.75 -0.39 1.15
H 5.88 0.96 -0.50
H 6.11 0.57 1.28
H 5.32 2.86 0.44
C 0.76 0.91 -1.43
C 1.51 2.03 -0.81
O 1.95 1.59 0.48
H 1.37 -0.08 -1.34
H 0.63 1.06 -2.48
H -0.25 0.84 -1.08
H 1.17 3.11 -0.74
H 2.41 2.04 -1.44
H 2.90 1.85 0.62
C -0.17 -1.58 5.46
C 0.55 -1.34 4.24
O 0.26 0.03 3.79
H 0.08 -2.55 5.88
H -1.21 -1.39 5.21
H 0.05 -0.78 6.14
H 0.07 -2.06 3.54
H 1.67 -1.52 4.29
H 0.49 0.07 2.84
*
```

These are the Mulliken partial charges, in e, on atoms 1 to 5: atom 1 (C): -0.84, atom 2 (O): -0.25, atom 3 (C): -0.63, atom 4 (C): -0.17, atom 5 (N): -0.31

[7]
Computed, not measured: a molecular structure, C24H39Cl2FN2NbO2, with ωB97M-V/def2-TZVPD.

Properties
* Kohn-Sham gap: 7.44 eV
* LUMO energy: 1.98 eV

The geometry in ORCA input format:
```
! wB97M-V def2-TZVPD RIJCOSX def2/J DEFGRID3
* xyz -1 1
C 5.40 2.47 1.69
C 4.21 3.45 1.19
C 3.82 3.21 -0.37
C 3.11 1.76 -0.60
O 1.76 1.90 -0.15
Nb 0.42 0.42 -0.81
F 1.31 0.33 -2.75
C -0.83 2.18 -1.66
C -0.39 3.59 -1.07
O -0.06 4.49 -1.93
C -0.69 0.81 1.16
C 0.33 0.92 2.43
N 0.25 2.34 2.97
C -1.21 -0.93 -1.64
C -1.51 -0.78 -3.20
C -0.63 -1.66 -4.20
C 0.19 -2.86 -3.56
C 1.76 -2.80 -3.67
C 2.70 -3.89 -3.10
C 2.08 -5.14 -2.39
C 0.53 -5.24 -2.28
C -0.39 -4.12 -2.87
C 1.62 -1.32 -0.02
Cl 3.37 -1.65 -0.59
C 1.18 -2.33 0.92
C -0.29 -2.36 1.52
Cl 2.29 -3.71 1.47
H 6.01 2.89 2.55
H 4.86 1.53 2.10
H 6.07 2.09 0.84
H 3.30 3.19 1.85
H 4.58 4.52 1.39
H 4.85 3.15 -0.92
H 3.19 4.08 -0.76
H 3.28 1.51 -1.70
H 3.66 1.07 0.14
H -1.95 2.03 -1.41
H -0.78 2.24 -2.80
H -0.39 3.86 0.04
H -1.18 1.86 1.09
H -1.55 0.08 1.34
H 0.02 0.24 3.30
H 1.40 0.70 2.12
H 0.19 2.32 4.01
H 1.06 2.89 2.65
H -2.18 -0.62 -1.09
H -0.99 -2.00 -1.28
H -2.62 -1.11 -3.35
H -1.48 0.30 -3.59
H 0.13 -0.96 -4.69
H -1.30 -2.09 -5.04
H 2.25 -1.90 -4.19
H 3.83 -3.78 -3.22
H 2.80 -5.93 -1.98
H 0.11 -6.19 -1.79
H -1.53 -4.25 -2.78
H -1.15 -2.01 0.87
H -0.29 -1.76 2.51
H -0.53 -3.45 1.85
C -5.10 1.25 4.13
C -5.38 1.28 2.63
C -5.92 -0.05 2.10
C -4.91 -1.14 2.33
N -4.11 -2.00 2.51
H -4.32 0.52 4.38
H -4.74 2.22 4.47
H -6.00 1.00 4.70
H -4.46 1.55 2.11
H -6.11 2.07 2.43
H -6.12 0.03 1.03
H -6.85 -0.31 2.60
*
```

These are the Mulliken partial charges, in e, on atoms 1 to 5: atom 1 (C): -0.93, atom 2 (C): -0.06, atom 3 (C): -0.70, atom 4 (C): -0.23, atom 5 (O): -0.27

[8]
Computed, not measured: a single C5H13NO molecule, with ωB97M-V/def2-TZVPD.

Properties
* structure (SMILES): CC(C)[C@@H](N)CO
* energy above the lowest of the compared OMol25 structures with the same formula, charge and spin: 61.3 kcal/mol
* Kohn-Sham gap: 10.10 eV
* LUMO energy: 0.98 eV

The geometry in ORCA input format:
```
! wB97M-V def2-TZVPD RIJCOSX def2/J DEFGRID3
* xyz 0 1
C 0.38 1.73 -0.93
C 0.49 0.96 0.51
C 1.92 0.16 0.61
C -0.57 -0.18 0.48
N -1.94 0.29 0.22
C -0.34 -1.27 -0.58
O -1.19 -2.42 0.00
H -0.09 2.58 -0.63
H 1.27 1.73 -1.52
H -0.29 1.03 -1.51
H 0.37 1.34 1.53
H 1.98 -0.59 1.35
H 2.31 -0.22 -0.31
H 2.69 0.88 0.86
H -0.74 -0.71 1.39
H -2.11 1.01 0.98
H -2.49 -0.56 0.36
H 0.64 -1.67 -0.53
H -0.73 -1.05 -1.55
H -1.58 -3.00 -0.75
*
```

These are the natural (NBO) partial charges, in e, on atoms 1 to 5: atom 1 (C): -0.61, atom 2 (C): -0.21, atom 3 (C): -0.62, atom 4 (C): -0.08, atom 5 (N): -0.86

Number 1: electronic energy -7701.1084 eV. Number 2: electronic energy -50777.1347 eV. Number 3: electronic energy -6852.3241 eV. Number 4: electronic energy -107472.2296 eV. Number 5: electronic energy -19484.4034 eV. Number 6: electronic energy -51933.2250 eV. Number 7: electronic energy -61900.9282 eV. Number 8: electronic energy -8931.3527 eV.